{"formula": "C27H20ClN3O3Rh", "method": "ωB97M-V/def2-TZVPD", "homo_ev": [-7.952, -10.907], "spin_multiplicity": 5, "gap_ha": [0.122, 0.164], "lumo_energy_ev": [-4.631, -6.443], "total_charge": 1, "s2": 6.07, "symbols": ["H", "C", "C", "C", "Cl", "H", "C", "C", "C", "H", "C", "C", "C", "C", "C", "C", "C", "H", "O", "H", "C", "Rh", "O", "C", "H", "H", "H", "N", "N", "H", "C", "H", "H", "C", "O", "C", "C", "H", "C", "C", "H", "H", "H", "C", "C", "H", "H", "C", "C", "N", "C", "C", "H", "H", "H"], "xyz": [[0.551, -1.659, -6.809], [3.371, 0.138, -1.767], [-4.198, -0.590, -2.955], [0.292, -0.640, -3.567], [-2.809, 2.470, 5.520], [-0.856, 1.192, 1.738], [1.133, 0.955, 3.981], [2.231, -1.189, -5.568], [2.415, -0.551, 2.640], [-3.203, 1.187, 2.522], [-3.978, 0.554, 0.604], [-3.651, 0.166, -0.708], [2.666, -0.750, -4.298], [0.317, 0.095, 4.724], [1.706, -0.355, 1.302], [-2.282, 0.122, -1.057], [-0.899, 0.593, 5.182], [-4.942, -0.864, -3.691], [2.351, 0.586, 3.469], [3.477, -0.700, 2.443], [-0.084, -1.067, -4.876], [0.496, 0.212, -0.892], [1.559, 0.810, 0.817], [-1.854, -0.313, -2.357], [5.396, -0.011, -2.388], [-5.019, 0.581, 0.899], [0.311, -1.574, 6.055], [-1.325, 0.498, -0.166], [2.064, -0.033, -2.077], [-0.713, 3.807, 4.135], [1.695, -0.475, -3.307], [3.589, 0.510, -0.776], [0.387, -2.039, 4.363], [-2.872, -0.652, -3.302], [1.278, -1.355, 0.676], [-1.665, 0.888, 1.090], [4.018, -0.577, -3.950], [-2.629, -0.974, -4.296], [-0.424, 2.776, 4.288], [4.363, -0.139, -2.675], [2.969, -1.424, -6.323], [-1.112, -1.207, -5.147], [-1.557, -0.056, 5.746], [-1.275, 1.906, 4.955], [0.738, -1.303, 5.091], [1.459, 2.928, 3.260], [2.008, -1.450, 3.097], [0.773, 2.289, 3.801], [-4.608, -0.201, -1.680], [-0.500, -0.342, -2.501], [0.871, -1.329, -5.831], [-2.973, 0.902, 1.505], [1.822, -1.378, 5.164], [-5.656, -0.182, -1.413], [4.779, -0.784, -4.690]]}

---

{"formula": "C3H4O3S", "method": "ωB97M-V/def2-TZVPD", "homo_ev": [-6.214, -11.445], "spin_multiplicity": 3, "gap_ha": [0.184, 0.334], "lumo_energy_ev": [-1.216, -2.352], "s2": 2.01, "symbols": ["H", "H", "H", "O", "O", "C", "S", "C", "O", "H", "C"], "xyz": [[2.485, -0.787, 0.645], [0.390, 0.100, -1.583], [2.673, 0.856, -0.444], [-3.657, -0.834, 1.362], [-2.874, -0.948, -0.987], [0.839, 0.898, 0.482], [-3.168, -0.162, 0.197], [2.035, 0.112, 0.015], [0.602, 1.918, 1.098], [0.171, -1.071, -0.259], [0.503, -0.081, -0.526]]}

---

{"formula": "C5H20BCrF4O5", "method": "ωB97M-V/def2-TZVPD", "homo_ev": [-11.044, -14.379], "spin_multiplicity": 5, "gap_ha": [0.286, 0.408], "lumo_energy_ev": [-3.259, -3.271], "total_charge": 1, "s2": 6.00, "symbols": ["H", "F", "H", "H", "O", "H", "H", "B", "F", "C", "H", "H", "H", "C", "O", "H", "H", "O", "H", "C", "H", "Cr", "O", "F", "H", "H", "H", "H", "O", "H", "H", "H", "H", "C", "F", "C"], "xyz": [[-0.697, -0.103, 2.572], [-3.235, -0.125, 1.062], [0.909, -2.228, 1.741], [1.795, -2.375, -1.553], [-0.627, -1.431, -1.206], [-0.067, 2.982, -1.418], [-2.189, -2.498, -0.753], [-2.519, 1.037, 0.913], [-1.307, 0.780, 0.225], [-0.434, 2.189, -2.072], [2.850, 1.816, 2.306], [-1.390, -1.558, 1.950], [3.314, -1.918, -1.519], [-1.998, -1.709, -1.441], [2.237, -0.521, -0.628], [0.983, 2.510, 1.017], [-2.087, -2.268, -2.361], [0.319, 0.991, -1.846], [-0.201, -2.104, -1.771], [2.333, -1.465, -1.659], [2.156, -1.130, -2.676], [0.432, -0.044, 0.032], [0.551, -1.361, 1.490], [-2.228, 1.442, 2.203], [1.313, 2.127, 3.103], [-0.348, 2.354, -3.165], [-0.242, -1.499, 3.409], [-1.535, 2.095, -1.964], [1.170, 1.513, 1.095], [1.823, 0.484, 2.768], [-2.519, -0.810, -1.508], [0.380, 0.647, -2.771], [3.111, -0.101, -0.584], [-0.528, -1.156, 2.415], [-3.341, 1.966, 0.218], [1.815, 1.470, 2.377]]}

---

{"formula": "C4H5NO2", "method": "ωB97M-V/def2-TZVPD", "homo_ev": -7.958, "gap_ha": 0.302, "lumo_energy_ev": 0.266, "symbols": ["C", "O", "C", "C", "C", "N", "O", "H", "H", "H", "H", "H"], "xyz": [[-0.870, 1.043, 0.013], [2.949, -0.285, 0.117], [2.256, 0.676, 0.029], [-1.546, -0.394, 0.023], [0.330, 0.407, -0.224], [-0.174, -0.978, -0.081], [-1.361, 2.145, 0.097], [0.143, -1.474, 0.758], [2.496, 1.733, 0.059], [-0.004, -1.581, -0.891], [-2.057, -0.669, 0.944], [-2.163, -0.623, -0.842]]}

---

{"formula": "C3H3ClN4", "method": "ωB97M-V/def2-TZVPD", "homo_ev": -8.552, "gap_ha": 0.290, "lumo_energy_ev": -0.653, "symbols": ["C", "N", "Cl", "H", "N", "C", "H", "H", "N", "N", "C"], "xyz": [[-1.637, 0.497, 0.576], [-2.453, -1.571, 1.459], [2.814, -1.135, -1.517], [-0.745, 0.939, 1.142], [0.974, 0.152, -0.084], [1.295, 1.327, -0.626], [1.010, -1.870, -0.021], [-2.028, 0.894, -0.391], [1.445, 2.347, -1.111], [-2.097, -0.612, 0.974], [1.421, -0.967, -0.400]]}

---

{"formula": "C4H9N2S", "method": "ωB97M-V/def2-TZVPD", "homo_ev": [-11.479, -11.688], "gap_ha": [0.244, 0.254], "lumo_energy_ev": [-4.847, -4.789], "total_charge": 1, "symbols": ["H", "H", "H", "C", "H", "H", "S", "H", "H", "H", "N", "C", "H", "N", "C", "C"], "xyz": [[-0.660, -1.675, 0.713], [1.789, -0.345, 0.032], [1.286, 1.081, 1.006], [1.177, 0.539, 0.070], [-1.495, -0.401, -2.043], [1.216, 2.425, -0.808], [2.142, 1.176, -3.649], [-2.055, -0.678, 1.073], [-0.042, -1.347, -1.472], [-0.367, -0.459, 1.910], [1.669, 1.468, -0.917], [1.625, 1.152, -2.202], [-0.886, 1.078, -0.226], [-0.380, 0.197, -0.182], [-0.890, -0.633, 0.998], [-0.530, -0.412, -1.524]]}